{
  "formula": "C40H64B2FO25S",
  "method": "ωB97M-V/def2-TZVPD",
  "elements": ["C", "C", "O", "B", "O", "C", "O", "B", "O", "C", "O", "S", "O", "O", "F", "H", "H", "H", "H", "H", "H", "H", "H", "H", "H", "O", "C", "O", "C", "C", "C", "H", "H", "H", "H", "H", "H", "O", "C", "O", "C", "C", "C", "H", "H", "H", "H", "H", "H", "O", "C", "O", "C", "C", "C", "H", "H", "H", "H", "H", "H", "O", "C", "O", "C", "C", "C", "H", "H", "H", "H", "H", "H", "O", "C", "O", "C", "C", "C", "H", "H", "H", "H", "H", "H", "O", "C", "O", "C", "C", "C", "H", "H", "H", "H", "H", "H", "O", "C", "O", "C", "C", "C", "H", "H", "H", "H", "H", "H", "O", "C", "O", "C", "C", "C", "H", "H", "H", "H", "H", "H", "O", "C", "O", "C", "C", "C", "H", "H", "H", "H", "H", "H"],
  "coordinates": [[-0.515, -0.307, -5.599], [-1.641, -1.541, -5.655], [-1.652, -2.286, -4.363], [-2.805, -1.851, -3.529], [-4.188, -2.135, -4.045], [-2.706, -1.109, -2.062], [-3.060, 0.300, -2.422], [-2.453, 1.191, -1.372], [-1.603, 0.311, -0.532], [-1.243, -0.841, -1.373], [-0.333, -0.258, -2.371], [-0.404, -2.178, -0.365], [-0.533, -1.955, 1.183], [-0.961, -3.619, -0.643], [1.312, -2.116, -0.689], [0.414, -0.774, -5.025], [-0.974, 0.631, -5.020], [-0.173, 0.044, -6.663], [-2.696, -1.085, -5.912], [-1.308, -2.268, -6.529], [-4.188, -2.974, -4.594], [-3.570, -1.437, -1.343], [-3.416, 1.683, -0.908], [-1.829, 1.984, -2.001], [0.148, -1.024, -2.842], [-3.291, -0.754, 6.880], [-2.784, -1.254, 5.889], [-3.237, -2.390, 5.282], [-2.347, -2.743, 4.225], [-1.627, -1.469, 3.868], [-1.559, -0.747, 5.190], [-1.663, -3.518, 4.588], [-2.916, -3.141, 3.380], [-0.649, -1.640, 3.412], [-2.232, -0.887, 3.162], [-0.675, -1.033, 5.766], [-1.601, 0.337, 5.058], [-1.210, 4.433, -1.337], [-0.050, 4.074, -1.216], [0.962, 4.444, -2.054], [2.154, 3.754, -1.682], [1.952, 3.359, -0.243], [0.463, 3.134, -0.168], [2.275, 2.886, -2.339], [3.017, 4.415, -1.807], [2.542, 2.487, 0.051], [2.231, 4.193, 0.413], [0.193, 2.110, -0.441], [0.068, 3.389, 0.818], [4.564, -4.489, 3.963], [3.866, -4.440, 2.963], [4.323, -4.106, 1.721], [3.220, -4.043, 0.817], [2.141, -4.884, 1.448], [2.388, -4.687, 2.922], [2.920, -2.996, 0.706], [3.522, -4.432, -0.160], [1.134, -4.600, 1.131], [2.293, -5.939, 1.187], [1.867, -3.807, 3.308], [2.121, -5.578, 3.496], [-1.188, -1.927, -8.928], [-0.992, -3.122, -9.071], [-1.934, -4.088, -8.861], [-1.332, -5.372, -9.014], [-0.107, -5.138, -9.859], [0.315, -3.749, -9.453], [-1.083, -5.762, -8.021], [-2.036, -6.055, -9.497], [0.670, -5.893, -9.710], [-0.383, -5.142, -10.921], [0.973, -3.763, -8.579], [0.782, -3.213, -10.282], [4.674, 3.679, 1.250], [5.074, 4.823, 1.115], [4.277, 5.930, 1.176], [5.055, 7.085, 0.867], [6.482, 6.690, 1.146], [6.488, 5.219, 0.815], [4.894, 7.344, -0.185], [4.734, 7.924, 1.491], [7.209, 7.271, 0.574], [6.702, 6.828, 2.212], [6.693, 5.042, -0.244], [7.193, 4.670, 1.444], [0.180, 3.264, 2.745], [0.708, 3.188, 3.842], [1.924, 2.611, 4.073], [2.179, 2.602, 5.477], [1.306, 3.690, 6.046], [0.109, 3.667, 5.130], [1.922, 1.614, 5.872], [3.240, 2.793, 5.660], [1.054, 3.533, 7.099], [1.815, 4.657, 5.961], [-0.645, 2.947, 5.462], [-0.328, 4.661, 5.016], [10.561, -4.935, 4.851], [9.624, -5.021, 4.074], [9.387, -6.099, 3.271], [8.278, -5.814, 2.420], [7.512, -4.721, 3.117], [8.600, -3.955, 3.826], [8.660, -5.497, 1.444], [7.673, -6.716, 2.288], [6.919, -4.107, 2.434], [6.830, -5.159, 3.856], [9.036, -3.182, 3.187], [8.243, -3.526, 4.764], [-4.576, 3.519, -0.492], [-5.513, 3.433, -1.269], [-5.751, 2.354, -2.072], [-6.859, 2.639, -2.923], [-7.626, 3.732, -2.226], [-6.537, 4.498, -1.517], [-6.478, 2.957, -3.899], [-7.464, 1.737, -3.055], [-8.219, 4.346, -2.909], [-8.307, 3.294, -1.487], [-6.101, 5.271, -2.156], [-6.895, 4.928, -0.579], [-9.227, 1.850, 1.804], [-8.068, 1.491, 1.925], [-7.056, 1.861, 1.086], [-5.864, 1.172, 1.458], [-6.065, 0.777, 2.898], [-7.554, 0.551, 2.973], [-5.743, 0.303, 0.802], [-5.001, 1.833, 1.334], [-5.475, -0.095, 3.192], [-5.787, 1.611, 3.554], [-7.825, -0.472, 2.699], [-7.949, 0.807, 3.959]],
  "forces_ev_per_angstrom": [[-0.53, -0.45, 0.61], [0.86, 0.82, -1.28], [-2.36, 2.23, 0.19], [-0.74, -1.08, -1.21], [3.02, -0.86, 0.57], [-1.31, 1.04, -0.90], [0.96, -3.88, -0.32], [-0.79, 0.42, -1.37], [1.93, -3.96, -0.32], [-1.92, 5.91, -1.39], [0.47, -3.63, 0.82], [-1.76, -5.15, 6.59], [1.14, -0.04, -6.04], [2.65, 5.47, -0.38], [-2.88, -0.02, 0.01], [-1.85, 1.26, -1.21], [1.20, -2.21, -1.06], [-0.79, -0.88, 1.93], [2.06, -1.07, 0.56], [-0.87, 1.37, 2.07], [0.27, 1.69, 0.75], [2.10, 0.05, -0.74], [0.08, 0.04, 1.36], [0.66, 0.49, -0.03], [-1.22, 1.62, 0.74], [0.29, -1.06, -1.46], [-0.67, 0.63, 1.74], [-0.23, 0.70, 0.76], [0.19, -0.49, -0.66], [0.54, 0.28, -0.69], [0.06, 0.19, -0.44], [-0.06, 0.02, 0.02], [-0.02, 0.00, 0.29], [-0.33, 0.02, 0.01], [0.21, -0.15, 0.02], [-0.07, 0.12, 0.10], [0.07, -0.15, 0.34], [2.31, 0.14, -0.23], [-2.66, -0.03, 0.15], [-0.28, 0.37, -0.20], [0.44, -0.11, -0.16], [0.45, -0.24, 0.68], [0.12, 0.19, 0.18], [-0.02, 0.03, 0.01], [-0.18, 0.06, -0.19], [-0.01, 0.20, -0.06], [0.04, -0.19, -0.11], [-0.26, 0.09, 0.01], [-0.14, -0.29, -0.72], [-0.63, 0.14, -1.65], [0.96, 0.23, 1.49], [0.39, -0.33, 1.12], [-0.36, 0.36, -0.85], [-0.81, -0.35, -0.39], [-0.29, -0.38, -0.17], [0.08, -0.20, 0.04], [0.16, 0.16, 0.21], [0.17, 0.01, -0.05], [-0.03, 0.14, 0.00], [0.06, -0.08, 0.09], [0.10, 0.36, 0.22], [-0.15, -2.13, -0.30], [-0.33, 2.27, 0.47], [0.16, 0.75, -0.10], [-0.21, -0.69, 0.13], [0.53, -0.57, -0.52], [0.27, -0.23, -0.42], [-0.03, 0.04, -0.06], [-0.06, 0.24, 0.20], [-0.17, 0.04, -0.01], [0.03, -0.05, 0.16], [-0.03, 0.17, -0.07], [0.01, 0.17, 0.40], [0.42, 2.22, 0.00], [-0.89, -2.34, 0.01], [0.10, -0.69, 0.16], [-0.18, 0.69, -0.12], [0.78, 0.50, 0.15], [0.48, 0.22, 0.22], [-0.01, -0.02, 0.07], [-0.18, -0.23, -0.13], [-0.15, 0.00, 0.08], [-0.03, 0.02, -0.17], [-0.01, -0.15, 0.11], [-0.20, -0.20, -0.34], [1.39, -0.28, 2.31], [-1.10, -0.10, -2.14], [-0.49, 0.26, -0.43], [0.50, -0.26, 0.34], [0.02, 0.46, 0.82], [0.02, 0.43, 0.37], [0.02, 0.05, -0.03], [-0.13, -0.16, -0.25], [0.11, -0.02, -0.12], [-0.05, -0.16, 0.04], [-0.06, 0.11, -0.13], [-0.22, -0.36, -0.17], [-1.27, -0.69, -1.26], [1.69, 0.30, 1.12], [0.55, 0.26, 0.70], [-0.41, -0.19, -0.57], [-0.81, 0.20, -0.07], [-0.49, 0.05, 0.08], [0.02, -0.05, 0.04], [0.30, 0.03, 0.04], [0.02, -0.22, 0.13], [0.12, 0.17, -0.28], [0.07, 0.02, 0.17], [0.36, 0.10, -0.16], [-2.07, -0.16, -1.27], [2.24, 0.17, 1.43], [0.15, 0.30, 0.48], [-0.14, -0.37, -0.39], [-0.93, 0.31, -0.03], [-0.57, 0.20, 0.07], [0.01, -0.04, 0.04], [0.31, 0.01, 0.03], [0.04, -0.12, 0.00], [0.11, 0.05, -0.12], [0.07, 0.00, 0.16], [0.38, 0.07, -0.13], [1.69, -0.14, -0.19], [-1.59, 0.47, -0.62], [-1.27, 0.13, 0.45], [1.17, -0.13, -0.23], [0.51, -0.22, 0.61], [0.27, 0.01, 0.53], [0.00, 0.13, 0.00], [-0.28, -0.08, -0.32], [-0.01, 0.14, -0.09], [0.00, -0.14, -0.10], [-0.13, 0.09, 0.06], [-0.28, -0.20, -0.28]],
  "fmax_ev_per_a": 8.545,
  "total_energy_ev": -108612.0531,
  "e_lumo_ha": 0.0681,
  "charge": -1,
  "e_homo_ev": -4.2490,
  "gap_ha": 0.2242
}


{
  "formula": "C5H6O2",
  "method": "ωB97M-V/def2-TZVPD",
  "elements": ["O", "C", "C", "C", "C", "O", "C", "H", "H", "H", "H", "H", "H"],
  "coordinates": [[-0.893, 0.393, 1.890], [-0.887, 0.025, 0.739], [-0.665, 0.964, -0.448], [0.790, 0.498, -0.824], [0.989, -0.534, 0.290], [1.702, -0.361, 1.246], [-0.312, -1.354, 0.375], [-0.697, 1.991, -0.081], [-1.366, 0.844, -1.281], [1.522, 1.299, -0.717], [0.837, 0.077, -1.833], [-0.368, -2.042, 1.217], [-0.651, -1.800, -0.572]],
  "forces_ev_per_angstrom": [[-1.26, -0.11, -0.65], [-0.27, 0.34, 0.52], [-0.17, 0.07, 0.16], [0.20, -0.01, 0.03], [0.60, 0.04, 0.15], [0.54, -0.69, -0.92], [-0.01, 0.10, 0.27], [0.03, -0.07, -0.14], [0.10, -0.12, 0.23], [-0.08, -0.09, -0.06], [-0.03, -0.01, 0.23], [0.19, 0.13, -0.11], [0.14, 0.41, 0.29]],
  "fmax_ev_per_a": 1.426,
  "total_energy_ev": -9375.7781,
  "relative_energy_ev": 1.317,
  "e_lumo_ha": 0.0043,
  "e_homo_ev": -9.4885,
  "gap_ha": 0.3530
}